1.
CH6N6 | wB97M-V/def2-TZVPD

```
13
Properties=species:S:1:pos:R:3:forces:R:3
H 2.809559 -1.789502 0.079297 -0.366 0.376 -0.289
N 3.275609 -0.911616 0.385845 0.119 -0.816 0.320
N 2.560565 0.076933 0.420701 1.305 2.017 0.243
N 1.290432 0.022435 0.001192 -1.960 -1.248 -0.742
C 0.451208 0.931681 -0.222161 1.165 -0.182 0.735
N -0.050270 2.045263 -0.234468 -0.022 0.124 -0.107
H -0.944418 2.218139 -0.663989 0.103 0.113 -0.038
N -1.155279 -0.462041 -0.535817 1.451 -0.932 0.774
N -2.130858 -0.396739 0.535624 0.116 -0.302 -0.227
H -0.377671 -1.204990 -0.344207 -2.414 1.475 -0.807
H -1.666524 -0.520943 -1.414167 0.349 -0.621 0.177
H -2.437415 0.574173 0.595022 0.191 -0.078 0.017
H -1.624938 -0.582793 1.397129 -0.037 0.073 -0.056
```
Positions in Å, forces in eV/Å.

The calculation puts the HOMO-LUMO gap at 0.34262 Eh. As for the charge: 0. Its LUMO energy is 0.5 eV. The value obtained for the highest occupied orbital energy is -8.8 eV. As for the energy above the lowest of the compared OMol25 structures with the same formula, charge and spin: 69.2 kcal per mole. The SMILES is [H]/N=N\N=C=N.NN.

***

2.
CH6N6 | wB97M-V/def2-TZVPD

```
13
Properties=species:S:1:pos:R:3:forces:R:3
C -0.645012 -0.634333 -0.072504 -1.445 -0.221 -0.018
N -1.694978 0.113278 0.026183 2.373 2.029 -0.050
N -2.909528 0.010765 -0.081669 -1.536 -1.992 0.610
N -4.003602 -0.055142 0.032067 -0.510 0.374 -0.478
N 0.706615 1.705119 -0.069115 1.640 -4.228 -1.967
N 0.509826 -0.065095 -0.015172 1.394 4.849 1.313
N 1.745625 -0.809800 0.014887 -1.109 2.326 -0.952
H -0.570308 -1.682039 -0.178865 -0.717 -1.502 -0.202
H 0.902604 2.138210 0.808914 -0.520 -0.386 1.465
H -0.099212 1.990675 -0.590124 -0.862 0.006 0.025
H 2.188841 -0.400737 -0.848410 0.554 -1.446 0.465
H 1.602143 -1.821606 0.152615 0.172 -0.068 -0.805
H 2.266982 -0.489296 0.821189 0.565 0.260 0.594
```
Positions in Å, forces in eV/Å.

The calculation puts the HOMO-LUMO gap at 0.38288 Eh. As for the charge: +2. Its LUMO energy is -9.7 eV. The value obtained for the highest occupied orbital energy is -20.1 eV. As for the energy above the lowest of the compared OMol25 structures with the same formula, charge and spin: 21.8 kcal per mole.

***

3.
CH6NO | wB97M-V/def2-TZVPD

```
9
Properties=species:S:1:pos:R:3:forces:R:3
C -1.087706 0.383556 -0.258934 1.508 3.432 2.475
N 1.474838 -0.011894 0.018146 -2.260 -0.962 -0.112
O -1.532583 -0.760103 -0.088768 -0.543 -1.156 -2.288
H -0.885970 1.114530 0.639947 -0.582 -1.590 -1.721
H -1.038225 0.855621 -1.267075 0.092 -1.055 0.561
H 2.167641 0.540573 -0.496464 -0.386 -0.937 0.132
H 1.557246 0.068019 1.032270 0.296 -0.176 -0.569
H 1.163757 -0.985281 -0.289794 1.626 2.005 0.372
H -1.818997 -1.205023 0.710671 0.248 0.439 1.151
```
Positions in Å, forces in eV/Å.

The calculation puts the HOMO-LUMO gap at 0.34385 Eh. As for the charge: +1. Its LUMO energy is -5.8 eV. The value obtained for the highest occupied orbital energy is -15.2 eV. As for the energy above the lowest of the compared OMol25 structures with the same formula, charge and spin: 47.4 kcal per mole.

***

4.
CH6NO2 | wB97M-V/def2-TZVPD

```
10
Properties=species:S:1:pos:R:3:forces:R:3
O 2.931884 0.369051 -0.166565 0.034 0.713 -1.306
H 3.100169 -0.097881 0.643251 -0.658 -0.342 0.276
N 0.056378 -0.034623 -0.472679 -2.275 -0.853 0.965
C -1.195722 -0.477882 0.164282 1.173 1.035 -0.215
O -2.278283 0.686810 0.428297 1.602 -0.594 -0.199
H 1.966968 0.307279 -0.449615 0.360 -0.437 1.278
H -0.075541 -0.121764 -1.491428 -0.245 0.084 0.492
H -1.064111 -0.861732 1.236618 0.094 0.355 -1.486
H -1.827162 -1.157864 -0.441652 0.340 0.089 0.347
H -1.614581 1.388607 0.549491 -0.426 -0.049 -0.151
```
Positions in Å, forces in eV/Å.

The calculation puts the HOMO-LUMO gap at 0.27174 Eh. As for the charge: -1. Its LUMO energy is 4.8 eV. The value obtained for the highest occupied orbital energy is -2.6 eV. As for the energy above the lowest of the compared OMol25 structures with the same formula, charge and spin: 26.1 kcal per mole.

***

5.
CH6NO2 | wB97M-V/def2-TZVPD

```
10
Properties=species:S:1:pos:R:3:forces:R:3
N 1.237540 0.949264 -0.530187 -0.568 -1.910 0.598
C 0.694007 0.250131 0.789098 -0.385 0.799 -0.384
O 0.063863 -0.932913 0.740386 0.671 -0.166 -0.927
H 0.390017 1.246388 -1.011984 0.037 -0.106 -0.129
H 1.463414 0.051797 -0.978819 0.282 0.519 -0.597
H -0.073018 1.014513 1.056097 0.805 0.342 0.977
H 1.656796 0.181427 1.354409 -0.700 0.462 0.384
H -1.022682 -0.984409 -0.366852 -0.176 0.107 0.007
H -2.502325 -0.842094 -0.148209 -0.050 -0.009 -0.285
O -1.907610 -0.934103 -0.903941 0.085 -0.039 0.357
```
Positions in Å, forces in eV/Å.

The calculation puts the HOMO-LUMO gap at 0.29787 Eh. As for the charge: -1. Its LUMO energy is 4.8 eV. The value obtained for the highest occupied orbital energy is -3.3 eV. As for the energy above the lowest of the compared OMol25 structures with the same formula, charge and spin: 9.6 kcal per mole.

***

6.
CH6NO2 | wB97M-V/def2-TZVPD

```
10
Properties=species:S:1:pos:R:3:forces:R:3
O 1.303112 -0.276044 -1.900203 1.561 -1.327 -0.307
H 0.622540 0.191436 -1.383973 -1.447 0.601 0.473
N -0.735379 0.709884 -0.456555 -1.171 -1.538 -0.852
C -0.318447 0.543699 0.811780 0.567 1.108 2.247
O -0.146029 -0.961122 1.577244 -0.037 1.663 -0.587
H 1.499555 -1.038523 -1.321958 -0.109 0.587 -0.470
H -1.683135 0.317521 -0.662751 0.704 0.660 0.582
H 0.703374 0.922576 0.823299 0.363 -0.229 0.428
H -0.827723 1.038026 1.697212 -0.182 -0.541 -0.734
H -0.417872 -1.447452 0.815905 -0.249 -0.984 -0.780
```
Positions in Å, forces in eV/Å.

The calculation puts the HOMO-LUMO gap at 0.28413 Eh. As for the charge: -1. Its LUMO energy is 4.8 eV. The value obtained for the highest occupied orbital energy is -3.0 eV. As for the energy above the lowest of the compared OMol25 structures with the same formula, charge and spin: 27.0 kcal per mole.

***

7.
CH6NOS | wB97M-V/def2-TZVPD

```
10
Properties=species:S:1:pos:R:3:forces:R:3
S 0.719080 1.328979 1.474309 0.650 0.759 0.597
H 1.687419 2.305252 1.342956 -0.615 -0.725 0.005
N -1.658230 -1.416043 -0.829447 -0.271 -0.980 -4.213
C -0.229962 -1.315868 -0.986596 1.584 -1.150 -1.566
O 0.379057 -0.031391 -1.131409 -0.809 -1.699 0.244
H -2.160668 -1.075260 -1.718514 1.147 -0.535 1.961
H -1.953547 -0.882110 -0.103104 -1.148 2.030 2.664
H -0.032364 -1.854615 -1.996919 -0.007 0.527 1.695
H 0.247830 -1.912630 -0.128546 -0.511 0.910 -1.152
H 0.660983 0.214339 -0.207835 -0.019 0.864 -0.233
```
Positions in Å, forces in eV/Å.

The calculation puts the HOMO-LUMO gap at 0.26635 Eh. As for the charge: -1. Its LUMO energy is 4.3 eV. The value obtained for the highest occupied orbital energy is -3.0 eV. As for the energy above the lowest of the compared OMol25 structures with the same formula, charge and spin: 14.9 kcal per mole.

***

8.
CH6NOS | wB97M-V/def2-TZVPD

```
10
Properties=species:S:1:pos:R:3:forces:R:3
C -0.050822 1.346199 -0.367760 0.892 3.624 -0.885
N 1.019382 0.930894 -0.987153 -0.797 -0.804 1.219
O -1.118930 0.718883 -0.356311 -2.005 -1.391 0.672
S -0.332463 -1.659942 1.295288 0.042 1.168 0.179
H -0.230687 2.382644 0.008323 1.048 -0.691 -0.327
H -1.350044 -2.117521 2.028456 -0.045 -0.305 -0.126
H 1.853261 1.514886 -0.985852 0.036 -0.659 -0.125
H 0.947319 -0.092072 -1.161020 1.216 1.062 -0.484
H -0.971172 -0.238299 -0.432851 -0.535 -0.953 -0.058
H 0.234156 -2.785672 0.958879 0.148 -1.052 -0.065
```
Positions in Å, forces in eV/Å.

The calculation puts the HOMO-LUMO gap at 0.36704 Eh. As for the charge: +1. Its LUMO energy is -4.4 eV. The value obtained for the highest occupied orbital energy is -14.4 eV. As for the energy above the lowest of the compared OMol25 structures with the same formula, charge and spin: 6.9 kcal per mole.

***

9.
CH6NPS | wB97M-V/def2-TZVPD

```
10
Properties=species:S:1:pos:R:3:forces:R:3
N -0.100940 -1.759592 1.132535 2.040 -1.736 2.147
P -0.531975 -0.960417 -0.000842 -5.164 2.108 -3.902
S -2.718647 -0.409920 0.097506 0.924 0.429 -0.222
H -0.824898 -0.959715 -1.497002 1.787 -0.349 1.205
H -2.847517 0.214203 -1.128874 0.425 -0.412 0.777
C 0.078215 2.993302 -0.074837 1.255 -4.370 -3.333
H 1.100087 2.561120 0.254024 -1.983 0.016 -0.286
H -0.864563 2.419665 0.175014 1.449 0.110 -0.159
H 0.172650 3.044499 -1.255492 -0.403 0.421 2.517
H 0.014248 3.856435 0.423543 -0.330 3.781 1.256
```
Positions in Å, forces in eV/Å.

The calculation puts the HOMO-LUMO gap (spin up / spin down) at 0.29461 / 0.29459 Eh. As for the charge: 0. Its LUMO energy (spin up / spin down) is -1.8 / -1.8 eV. The value obtained for the highest occupied orbital energy (spin up / spin down) is -9.8 / -9.8 eV. As for the energy above the lowest of the compared OMol25 structures with the same formula, charge and spin: 102.4 kcal per mole. The SMILES is N#[PH]S.C.

***

10.
CH6NS | wB97M-V/def2-TZVPD

```
9
Properties=species:S:1:pos:R:3:forces:R:3
S -2.490095 0.328569 0.405514 -0.126 0.065 -0.380
H -2.483206 0.291578 1.733247 -0.001 -0.008 0.412
C 0.744534 -0.360445 -0.853128 2.292 2.399 -0.356
N 0.953934 0.348951 0.418459 0.000 1.498 -0.510
H 1.607211 -1.117374 -0.895936 -1.505 0.883 -0.581
H 0.844587 0.516011 -1.641085 0.047 -2.178 0.968
H -0.251271 -0.717519 -0.897429 -0.904 -0.967 -0.358
H 0.169940 1.015447 0.575977 0.469 -0.925 -0.213
H 0.904362 -0.305222 1.154385 -0.272 -0.767 1.017
```
Positions in Å, forces in eV/Å.

The calculation puts the HOMO-LUMO gap at 0.26564 Eh. As for the charge: -1. Its LUMO energy is 4.6 eV. The value obtained for the highest occupied orbital energy is -2.7 eV. As for the energy above the lowest of the compared OMol25 structures with the same formula, charge and spin: 8.9 kcal per mole.

***

11.
CH6NS | wB97M-V/def2-TZVPD

```
9
Properties=species:S:1:pos:R:3:forces:R:3
N 2.050110 1.548284 -0.168205 0.843 0.334 0.636
H 2.104355 2.090877 -1.012945 -0.380 -0.272 -0.318
H 1.429584 0.754545 -0.190318 -0.374 -0.515 -0.664
H 1.716680 2.150920 0.559594 -0.108 0.350 0.315
C -1.621084 -1.303945 0.249610 1.324 0.119 -0.766
S 0.014793 -1.518611 -0.636015 -0.288 -0.133 0.205
H -2.085340 -2.255967 0.496775 -0.086 -0.025 0.045
H -2.232067 -0.729058 -0.440183 -0.452 0.061 0.288
H -1.377031 -0.737044 1.141687 -0.479 0.082 0.259
```
Positions in Å, forces in eV/Å.

The calculation puts the HOMO-LUMO gap at 0.24736 Eh. As for the charge: -1. Its LUMO energy is 4.6 eV. The value obtained for the highest occupied orbital energy is -2.1 eV. As for the energy above the lowest of the compared OMol25 structures with the same formula, charge and spin: 5.1 kcal per mole.

***

12.
CH6NS | wB97M-V/def2-TZVPD

```
9
Properties=species:S:1:pos:R:3:forces:R:3
N -0.222727 2.084597 -0.495625 0.447 1.214 -1.663
H 0.513655 2.691365 -0.993758 -1.403 -1.554 1.166
H 0.226855 1.443367 0.200620 -0.220 0.029 -1.010
H -0.761116 1.597177 -1.257778 1.084 0.359 1.378
C -0.017499 -1.720733 0.417446 -1.133 2.436 0.822
S 1.230911 -0.432110 1.184199 -0.570 -1.386 -0.629
H 0.354545 -2.749474 0.257738 -0.061 0.674 -0.057
H -0.475581 -1.213832 -0.522832 0.851 -1.251 1.296
H -0.849043 -1.700358 1.209991 1.005 -0.521 -1.303
```
Positions in Å, forces in eV/Å.

The calculation puts the HOMO-LUMO gap at 0.25007 Eh. As for the charge: -1. Its LUMO energy is 4.5 eV. The value obtained for the highest occupied orbital energy is -2.3 eV. As for the energy above the lowest of the compared OMol25 structures with the same formula, charge and spin: 13.7 kcal per mole.

***

no.,electronic energy (Ha)
1,-370.060454
2,-369.328316
3,-171.351508
4,-246.907616
5,-246.933984
6,-246.906232
7,-569.903047
8,-569.599924
9,-835.839102
10,-494.650358
11,-494.656450
12,-494.642671